(1)
{"formula": "C14H28GaINO4", "method": "wB97M-V/def2-TZVPD", "max_force_ev_per_a": 2.6, "charge": -1, "energy_ev": -85127.14906, "species": ["C", "C", "C", "N", "Ga", "C", "I", "C", "C", "H", "H", "H", "H", "H", "H", "H", "H", "H", "H", "H", "H", "H", "H", "H", "H", "O", "C", "O", "C", "C", "C", "H", "H", "H", "H", "H", "H", "O", "C", "O", "C", "C", "C", "H", "H", "H", "H", "H", "H"], "positions_angstrom": [[3.260, 2.183, -1.088], [2.938, 1.216, 0.207], [1.389, 0.674, 0.109], [0.350, 1.610, 0.687], [-0.383, 2.825, -0.638], [-2.458, 2.881, -0.707], [-3.115, 3.881, 1.150], [-3.175, 1.431, -0.972], [-2.816, 0.264, 0.123], [2.987, 3.289, -0.797], [2.552, 1.844, -1.971], [4.413, 2.097, -1.380], [3.023, 1.783, 1.253], [3.714, 0.310, 0.157], [1.139, 0.373, -1.016], [1.344, -0.332, 0.733], [0.675, 2.095, 1.552], [0.172, 2.588, -2.133], [0.083, 4.334, -0.237], [-2.731, 3.596, -1.623], [-4.358, 1.588, -0.927], [-2.925, 1.093, -2.063], [-3.662, -0.570, 0.020], [-2.855, 0.619, 1.248], [-1.776, -0.253, -0.108], [6.070, -1.477, 1.112], [5.739, -1.138, 2.236], [5.429, 0.143, 2.594], [5.198, 0.193, 4.001], [4.850, -1.218, 4.397], [5.659, -2.042, 3.428], [6.109, 0.550, 4.492], [4.382, 0.890, 4.216], [5.067, -1.437, 5.446], [3.781, -1.398, 4.228], [6.669, -2.233, 3.801], [5.155, -2.979, 3.179], [-6.162, -1.035, -0.911], [-5.602, -1.720, -1.751], [-4.558, -2.559, -1.490], [-4.084, -3.113, -2.716], [-5.236, -2.992, -3.679], [-5.923, -1.732, -3.215], [-3.208, -2.542, -3.042], [-3.790, -4.155, -2.560], [-4.921, -2.959, -4.725], [-5.913, -3.846, -3.555], [-5.495, -0.841, -3.682], [-7.001, -1.778, -3.383]]}


(2)
{"formula": "FH3NOPS", "method": "wB97M-V/def2-TZVPD", "max_force_ev_per_a": 6.1, "charge": 0, "energy_ev": -26425.32532, "spin_multiplicity": 3, "s_squared": 2.005, "species": ["N", "O", "F", "P", "S", "H", "H", "H"], "positions_angstrom": [[-0.077, -0.982, -0.830], [1.263, 0.563, 0.823], [-0.504, 1.514, -0.485], [-0.213, 0.089, 0.379], [-1.641, -0.059, 1.683], [0.546, -1.059, -1.618], [-0.905, -1.636, -0.683], [1.532, 1.569, 0.731]]}


(3)
{"formula": "C44H65N4O5PSeTeV", "method": "wB97M-V/def2-TZVPD", "max_force_ev_per_a": 0.6, "charge": 0, "energy_ev": -170502.12157, "spin_multiplicity": 4, "s_squared": 3.767, "species": ["V", "O", "H", "H", "Se", "C", "N", "C", "O", "H", "H", "H", "N", "C", "N", "O", "H", "H", "H", "H", "C", "C", "C", "C", "C", "C", "Te", "N", "C", "O", "C", "C", "C", "C", "C", "C", "C", "C", "C", "C", "C", "C", "C", "C", "C", "C", "H", "H", "H", "H", "H", "H", "H", "H", "H", "H", "H", "H", "H", "H", "H", "H", "H", "H", "H", "H", "H", "H", "H", "O", "P", "C", "C", "C", "C", "C", "C", "C", "C", "C", "C", "C", "C", "C", "C", "C", "C", "C", "C", "H", "H", "H", "H", "H", "H", "H", "H", "H", "H", "H", "H", "H", "H", "H", "H", "H", "H", "H", "H", "H", "H", "H", "H", "H", "H", "H", "H", "H", "H", "H", "H", "H"], "positions_angstrom": [[0.033, 2.075, -1.009], [-0.036, -0.670, 1.433], [0.314, -0.469, 0.547], [0.033, 0.203, 1.863], [4.172, 4.289, 0.675], [2.627, 3.672, 0.005], [1.640, 3.212, -0.408], [-0.682, 2.566, -3.784], [-0.017, 1.807, -2.810], [-1.700, 2.189, -3.942], [-0.137, 2.481, -4.729], [-0.752, 3.621, -3.507], [-0.193, 4.340, 2.008], [0.424, 3.149, 2.218], [1.521, 3.165, 3.017], [-0.034, 2.097, 1.739], [0.313, 5.193, 2.176], [-0.825, 4.351, 1.222], [2.063, 4.011, 3.082], [2.076, 2.325, 2.986], [-3.882, -4.514, 5.379], [-3.643, -3.415, 4.382], [-3.104, -3.683, 3.133], [-2.892, -2.680, 2.190], [-2.297, -3.050, 0.863], [-3.241, -1.364, 2.512], [-2.970, 0.343, 1.193], [-1.904, 1.620, -0.476], [-2.183, 2.890, -0.576], [-1.223, 3.692, -0.934], [-3.510, 3.522, -0.293], [-3.564, 4.826, 0.195], [-4.784, 5.412, 0.493], [-5.963, 4.711, 0.279], [-5.920, 3.428, -0.250], [-4.697, 2.838, -0.534], [-4.282, -0.498, -0.242], [-5.597, -0.627, 0.204], [-6.574, -1.170, -0.613], [-6.230, -1.592, -1.890], [-4.921, -1.469, -2.326], [-3.919, -0.921, -1.522], [-2.510, -0.846, -2.043], [-3.760, -1.063, 3.782], [-4.105, 0.340, 4.221], [-3.963, -2.099, 4.688], [-3.405, -5.443, 5.066], [-4.950, -4.711, 5.496], [-3.492, -4.247, 6.363], [-2.834, -4.704, 2.880], [-2.065, -4.116, 0.829], [-1.382, -2.483, 0.686], [-2.993, -2.838, 0.052], [-2.641, 5.381, 0.314], [-4.819, 6.422, 0.884], [-6.916, 5.174, 0.505], [-6.838, 2.889, -0.450], [-4.662, 1.855, -0.980], [-5.865, -0.302, 1.205], [-7.591, -1.262, -0.253], [-6.977, -2.023, -2.545], [-4.654, -1.811, -3.320], [-2.423, -1.386, -2.985], [-1.813, -1.292, -1.329], [-2.181, 0.183, -2.192], [-3.246, 1.012, 4.160], [-4.444, 0.332, 5.257], [-4.898, 0.785, 3.615], [-4.372, -1.865, 5.667], [1.204, 0.388, -0.932], [2.569, -0.272, -1.063], [3.024, -0.952, 0.562], [4.309, -1.817, 0.669], [5.129, -1.467, 1.912], [4.207, -1.395, 3.125], [3.186, -0.246, 2.980], [3.073, 0.236, 1.534], [3.796, 0.981, -1.522], [3.395, 1.704, -2.833], [4.317, 1.308, -3.981], [5.759, 1.750, -3.699], [6.095, 1.656, -2.201], [5.277, 0.559, -1.527], [2.385, -1.464, -2.446], [3.401, -2.601, -2.642], [3.077, -3.864, -1.844], [1.636, -4.325, -2.034], [0.668, -3.197, -1.693], [0.947, -1.989, -2.574], [2.157, -1.557, 0.848], [4.928, -1.755, -0.226], [4.014, -2.862, 0.765], [5.656, -0.517, 1.781], [5.899, -2.228, 2.054], [4.781, -1.281, 4.046], [3.683, -2.352, 3.210], [3.489, 0.597, 3.609], [2.203, -0.568, 3.334], [3.923, 0.880, 1.291], [2.179, 0.850, 1.399], [3.689, 1.704, -0.706], [3.475, 2.782, -2.661], [2.343, 1.534, -3.075], [3.961, 1.737, -4.919], [4.284, 0.221, -4.118], [5.902, 2.779, -4.040], [6.451, 1.134, -4.278], [5.874, 2.602, -1.698], [7.162, 1.475, -2.060], [5.618, 0.407, -0.501], [5.434, -0.385, -2.056], [2.510, -0.760, -3.277], [4.422, -2.274, -2.437], [3.377, -2.856, -3.707], [3.242, -3.688, -0.780], [3.775, -4.654, -2.132], [1.442, -5.209, -1.423], [1.477, -4.623, -3.077], [0.761, -2.930, -0.631], [-0.368, -3.519, -1.831], [0.247, -1.175, -2.395], [0.814, -2.288, -3.621]]}


(4)
{"formula": "C11H14N2OSSe4Sn", "method": "wB97M-V/def2-TZVPD", "max_force_ev_per_a": 0.8, "charge": 0, "energy_ev": -294716.54971, "species": ["Sn", "Se", "Se", "Se", "Se", "C", "C", "C", "N", "C", "S", "N", "C", "O", "C", "C", "C", "C", "C", "C", "H", "H", "H", "H", "H", "H", "H", "H", "H", "H", "H", "H", "H", "H"], "positions_angstrom": [[-0.764, 0.469, -0.450], [-3.125, 1.652, -0.150], [-3.231, 1.869, 2.227], [-1.217, 2.843, 2.679], [0.299, 1.199, 1.898], [2.229, -1.907, 2.904], [1.205, -1.920, 4.032], [0.136, -3.007, 3.862], [-0.497, -2.969, 2.557], [-1.289, -2.035, 2.045], [-1.373, -1.974, 0.337], [-2.006, -1.162, 2.769], [-2.593, -1.175, 4.038], [-2.926, -0.120, 4.522], [-2.876, -2.499, 4.632], [-3.216, -3.580, 3.820], [-3.519, -4.802, 4.388], [-3.497, -4.959, 5.765], [-3.193, -3.877, 6.578], [-2.896, -2.647, 6.020], [3.082, -1.303, 3.196], [1.801, -1.458, 2.006], [2.578, -2.910, 2.676], [0.736, -0.936, 4.084], [1.703, -2.110, 4.985], [-0.611, -2.914, 4.650], [0.597, -3.993, 3.947], [-0.035, -3.521, 1.843], [-2.281, -0.291, 2.288], [-3.268, -3.461, 2.748], [-3.779, -5.632, 3.751], [-3.726, -5.919, 6.202], [-3.192, -3.992, 7.652], [-2.666, -1.796, 6.646]]}


(5)
{"formula": "C28H36FeN8O11PSSe", "method": "wB97M-V/def2-TZVPD", "max_force_ev_per_a": 6.9, "charge": -1, "energy_ev": -183916.46832, "spin_multiplicity": 5, "s_squared": 6.046, "species": ["Fe", "C", "O", "P", "O", "C", "O", "C", "H", "H", "H", "H", "H", "H", "H", "H", "H", "N", "C", "C", "C", "C", "C", "C", "S", "O", "O", "O", "H", "H", "H", "H", "H", "H", "C", "N", "C", "C", "C", "C", "C", "C", "C", "C", "H", "H", "H", "H", "H", "H", "H", "H", "H", "H", "H", "H", "H", "O", "N", "O", "O", "Se", "N", "C", "C", "C", "C", "N", "C", "N", "H", "H", "H", "C", "N", "C", "C", "C", "O", "N", "C", "O", "H", "H", "H", "H", "H"], "positions_angstrom": [[12.040, 9.551, 12.687], [9.131, 9.311, 15.970], [9.139, 10.826, 16.017], [10.271, 11.537, 15.207], [9.542, 11.997, 13.845], [8.350, 12.833, 13.878], [10.415, 12.932, 15.839], [10.748, 13.366, 17.124], [8.194, 9.108, 16.146], [9.771, 8.926, 16.857], [9.650, 8.942, 15.024], [7.461, 12.262, 14.087], [8.324, 13.292, 12.907], [8.457, 13.564, 14.766], [9.955, 13.971, 17.485], [11.601, 14.058, 17.020], [11.030, 12.540, 17.797], [11.677, 11.032, 11.269], [10.675, 11.075, 10.182], [11.108, 11.166, 8.850], [10.207, 11.068, 7.851], [8.893, 11.002, 8.153], [8.474, 11.039, 9.480], [9.360, 11.076, 10.501], [7.669, 10.470, 6.958], [7.994, 11.132, 5.738], [6.494, 10.923, 7.616], [7.697, 9.004, 6.824], [12.566, 11.093, 10.741], [11.529, 11.809, 11.955], [12.171, 11.159, 8.639], [10.554, 11.205, 6.780], [7.427, 11.054, 9.540], [9.038, 11.039, 11.516], [13.409, 6.454, 8.488], [12.037, 6.879, 8.876], [11.264, 7.696, 7.858], [12.068, 7.530, 10.265], [10.726, 7.400, 10.958], [9.771, 6.424, 10.596], [8.605, 6.427, 11.374], [8.441, 7.253, 12.466], [9.425, 8.251, 12.680], [10.632, 8.311, 12.022], [13.404, 6.012, 7.534], [13.728, 5.729, 9.217], [14.031, 7.313, 8.397], [11.528, 6.039, 8.821], [11.936, 8.446, 7.414], [10.485, 8.230, 8.427], [10.902, 7.070, 7.055], [12.344, 8.585, 10.072], [12.818, 7.057, 10.904], [9.751, 5.757, 9.688], [7.754, 5.764, 11.112], [7.497, 7.308, 13.007], [9.159, 9.026, 13.316], [13.800, 10.209, 9.528], [14.831, 10.159, 8.730], [15.790, 10.938, 8.865], [14.875, 9.352, 7.764], [12.407, 10.120, 18.058], [12.928, 11.578, 17.073], [13.518, 11.450, 15.824], [14.566, 12.264, 15.470], [15.050, 12.328, 14.130], [14.395, 11.515, 13.166], [13.279, 10.948, 13.485], [12.750, 10.987, 14.686], [11.436, 10.596, 14.824], [14.949, 12.732, 16.363], [15.933, 12.959, 13.892], [14.801, 11.342, 12.118], [13.558, 6.861, 17.363], [13.814, 7.295, 15.989], [15.113, 7.418, 15.453], [15.409, 7.894, 14.222], [14.220, 8.161, 13.396], [14.286, 8.599, 12.232], [13.006, 8.108, 13.962], [12.692, 7.700, 15.236], [11.545, 7.579, 15.624], [13.378, 7.705, 18.026], [14.439, 6.302, 17.713], [12.652, 6.228, 17.355], [15.964, 7.135, 16.067], [16.368, 7.732, 13.674]]}


(6)
{"formula": "C4H5NO", "method": "wB97M-V/def2-TZVPD", "max_force_ev_per_a": 0.5, "charge": 0, "energy_ev": -7758.90431, "species": ["O", "C", "C", "C", "N", "C", "H", "H", "H", "H", "H"], "positions_angstrom": [[0.755, -0.786, 2.080], [0.468, -0.398, 0.989], [0.658, -0.727, -0.434], [-0.477, -0.015, -0.935], [-1.665, 0.121, -0.001], [-0.481, 0.708, 0.382], [1.501, 1.169, -0.004], [1.514, -1.130, -0.961], [-0.596, 0.433, -1.909], [-1.956, -0.697, 0.542], [0.480, 1.577, 0.214]]}